Entry 1:
91
Properties=species:S:1:pos:R:3:forces:R:3:mulliken_charge:R:1 method="wB97M-V/def2-TZVPD" total_charge=0 homo_energy_ev=-8.63 molar_mass_da=608.74 gap_ev=9.238
C -3.523 1.899 1.046 0.32 -0.10 0.03 -1.681
H -3.607 2.477 1.964 -0.03 0.09 0.07 0.364
H -4.282 2.236 0.346 -0.09 0.08 -0.09 0.460
H -3.694 0.851 1.274 -0.07 -0.04 -0.01 0.233
C -2.136 2.086 0.432 -0.45 0.10 -0.43 1.871
C -1.880 3.565 0.132 0.06 -0.43 0.21 -1.965
H -2.570 3.911 -0.631 -0.09 0.03 -0.09 0.485
H -2.023 4.162 1.029 -0.02 0.09 0.10 0.410
H -0.861 3.702 -0.221 0.12 0.04 -0.07 0.376
C -1.985 1.258 -0.845 0.03 -0.02 0.31 -1.217
H -2.672 1.626 -1.602 -0.06 0.08 -0.11 0.655
H -0.967 1.339 -1.222 0.13 0.04 -0.09 0.212
H -2.206 0.215 -0.644 -0.03 -0.06 -0.05 -0.191
O -1.111 1.731 1.388 0.13 0.13 0.01 -0.190
C -1.016 0.464 1.854 0.17 0.21 0.33 0.908
O -1.725 -0.464 1.545 -0.22 -0.28 -0.26 -0.691
N -0.011 0.403 2.756 0.26 0.24 0.15 0.266
H 0.557 1.231 2.868 -0.13 -0.01 -0.07 -0.376
C 0.507 -0.844 3.268 0.02 -0.36 -0.08 -1.145
H -0.252 -1.603 3.068 0.06 0.06 0.15 0.514
C 1.834 -1.259 2.621 -0.18 0.12 0.22 0.141
C 2.976 -0.256 2.868 0.07 -0.10 -0.14 -0.224
H 3.791 -0.751 3.399 -0.02 0.06 0.07 0.556
C 3.552 0.320 1.574 -0.15 0.06 0.17 -1.682
H 4.429 0.933 1.792 0.07 0.02 -0.06 0.369
H 3.866 -0.505 0.934 0.01 0.05 -0.01 0.414
C 2.530 1.153 0.768 0.08 -0.28 0.01 1.640
N 2.829 1.165 -0.641 0.08 0.37 0.04 -0.078
C 2.635 0.077 -1.410 0.11 0.31 0.24 0.007
O 2.283 -1.002 -0.956 -0.10 -0.21 -0.03 -0.697
C 2.886 0.323 -2.839 -0.08 -0.37 -0.83 1.197
C 2.631 -0.470 -3.946 0.17 0.22 0.52 -0.286
N 3.163 0.221 -5.000 -0.12 -0.11 0.05 -0.087
C 3.675 1.375 -4.521 0.02 0.08 -0.07 -0.479
N 3.519 1.468 -3.234 0.14 0.28 0.24 -0.624
H 4.143 2.117 -5.136 0.09 0.10 -0.22 0.480
H 3.196 -0.139 -5.942 0.04 0.01 0.06 0.231
C 2.104 -1.827 -4.250 -0.11 -0.13 -0.09 0.616
O 2.756 -2.526 -5.017 0.21 0.05 -0.17 -0.718
N 0.911 -2.208 -3.762 0.01 -0.08 -0.02 0.210
C 0.005 -1.436 -2.944 -0.10 0.19 0.51 -0.883
H 0.440 -0.467 -2.713 -0.09 -0.04 -0.05 0.343
H -0.928 -1.287 -3.504 0.04 0.04 0.05 0.135
C -0.296 -2.209 -1.653 0.05 0.39 0.06 0.052
N -0.811 -3.515 -1.981 -0.01 0.07 0.08 0.146
C -2.100 -3.903 -1.805 0.30 -0.04 -0.01 0.871
O -2.513 -4.989 -2.151 -0.34 -0.26 -0.05 -0.680
O -2.811 -2.942 -1.195 0.05 0.18 -0.02 -0.022
C -4.126 -3.217 -0.661 -0.64 -0.17 0.19 1.491
C -5.103 -3.557 -1.785 0.32 -0.03 0.06 -1.800
H -6.104 -3.675 -1.378 -0.13 0.03 0.06 0.444
H -5.115 -2.759 -2.525 -0.04 0.10 -0.06 0.365
H -4.805 -4.482 -2.271 -0.06 -0.02 -0.03 0.394
C -4.516 -1.907 0.026 0.29 -0.32 -0.19 -1.412
H -3.732 -1.617 0.722 0.03 0.06 0.10 0.116
H -5.451 -2.031 0.565 -0.14 -0.03 0.04 0.564
H -4.635 -1.118 -0.713 -0.03 0.12 -0.09 0.374
C -4.048 -4.350 0.362 0.18 0.12 -0.25 -1.781
H -3.332 -4.094 1.140 0.04 0.03 0.13 0.341
H -3.731 -5.270 -0.123 -0.02 -0.06 0.03 0.419
H -5.023 -4.507 0.814 -0.11 0.02 0.07 0.477
C 0.088 -4.297 -2.795 -0.12 -0.17 -0.30 -1.064
H -0.394 -5.248 -3.025 0.13 0.09 0.02 0.544
C 0.407 -3.531 -4.083 0.16 -0.48 -0.01 -0.937
H 1.168 -4.050 -4.667 -0.16 0.06 0.05 0.490
H -0.505 -3.428 -4.681 0.04 -0.02 0.02 0.327
H 1.011 -4.474 -2.234 -0.02 -0.02 -0.05 0.325
H -1.016 -1.675 -1.039 0.12 0.00 -0.02 -0.277
H 0.638 -2.326 -1.097 -0.19 0.04 -0.07 0.316
H 3.173 2.020 -1.059 -0.08 -0.05 -0.04 0.582
H 1.541 0.697 0.895 0.10 0.13 0.04 -0.689
C 2.483 2.592 1.259 0.03 -0.36 -0.65 -0.172
O 2.838 3.528 0.590 0.02 0.11 0.08 -0.653
O 2.020 2.646 2.500 -0.11 -0.12 0.33 0.657
C 1.903 3.905 3.224 -0.02 0.67 0.32 1.345
C 3.280 4.547 3.377 -0.13 -0.22 -0.20 -1.797
H 3.198 5.442 3.987 -0.03 0.08 0.10 0.469
H 3.681 4.821 2.405 0.03 0.05 0.01 0.355
H 3.967 3.854 3.858 0.07 -0.04 0.09 0.365
C 0.928 4.826 2.497 0.18 -0.24 -0.08 -1.317
H 0.735 5.707 3.103 -0.03 0.08 0.11 0.526
H 1.339 5.139 1.541 -0.02 0.05 -0.03 0.345
H -0.008 4.300 2.323 -0.12 -0.02 0.01 0.069
C 1.342 3.498 4.587 0.16 -0.07 -0.42 -1.652
H 1.245 4.374 5.221 -0.02 0.10 0.05 0.484
H 2.006 2.787 5.072 0.08 -0.07 0.08 0.368
H 0.363 3.040 4.470 -0.14 -0.04 0.01 0.344
H 2.629 0.560 3.503 0.08 -0.01 0.11 -0.108
H 2.103 -2.234 3.030 0.01 -0.07 -0.04 0.476
H 1.684 -1.393 1.549 -0.03 -0.07 -0.07 -0.307
H 0.636 -0.747 4.351 -0.04 -0.08 -0.05 0.346

***

Entry 2:
41
Properties=species:S:1:pos:R:3:forces:R:3:mulliken_charge:R:1 method="wB97M-V/def2-TZVPD" total_charge=0 homo_energy_ev=-8.13 molar_mass_da=336.35 gap_ev=7.064 smiles="Cc1ccc2[nH]c(C(=O)N/N=C/c3ccc([N+](=O)[O-])cc3)c(C)c2c1"
C -5.130 -3.548 -0.010 -0.03 0.03 -0.01 -1.666
C -4.646 -2.128 -0.010 0.23 -0.17 0.01 0.712
C -5.596 -1.089 -0.043 0.06 0.27 0.00 -0.439
C -5.233 0.236 -0.049 -0.22 -0.04 0.00 -1.241
C -3.872 0.531 -0.021 0.37 -0.51 0.01 -0.645
N -3.222 1.715 -0.022 0.01 0.39 -0.01 0.018
C -1.856 1.503 0.010 -0.28 -0.78 0.01 -0.296
C -1.092 2.738 0.012 0.23 0.43 0.00 -0.002
O -1.672 3.818 0.008 0.02 -0.17 0.00 -0.732
N 0.287 2.805 0.013 0.10 1.44 0.01 -0.129
N 1.206 1.850 0.005 0.62 -0.75 -0.03 -0.102
C 2.434 2.209 -0.004 -0.83 0.74 0.00 -0.608
C 3.538 1.280 -0.009 0.68 -0.62 0.00 0.939
C 4.844 1.786 -0.026 -0.46 -0.11 0.00 -0.690
C 5.928 0.937 -0.027 0.29 -0.44 0.00 -0.572
C 5.716 -0.438 -0.011 -1.11 0.97 0.00 -0.036
N 6.844 -1.329 -0.010 0.56 -0.44 0.00 1.000
O 6.620 -2.522 0.005 0.00 -0.20 0.00 -0.617
O 7.953 -0.836 -0.024 0.20 0.05 0.00 -0.614
C 4.426 -0.962 0.005 0.36 -0.15 0.00 -0.431
C 3.347 -0.107 0.006 0.05 0.36 0.00 -0.274
C -1.619 0.136 0.035 0.13 0.58 0.00 1.526
C -0.325 -0.592 0.078 0.01 -0.13 0.01 -1.213
C -2.893 -0.493 0.014 -0.40 0.42 -0.02 1.207
C -3.303 -1.833 0.019 -0.17 0.02 0.00 -0.533
H -5.783 -3.727 0.843 -0.04 -0.10 0.04 0.352
H -5.701 -3.754 -0.914 -0.04 -0.10 -0.04 0.344
H -4.296 -4.244 0.039 0.02 -0.09 0.00 0.340
H -6.644 -1.353 -0.065 -0.13 0.00 0.00 0.411
H -5.972 1.022 -0.075 -0.11 0.06 0.00 0.386
H -3.612 2.644 -0.039 0.05 -0.08 0.00 0.220
H 0.604 3.783 0.011 -0.21 -0.39 0.00 0.285
H 2.702 3.274 -0.007 -0.09 -0.05 0.00 0.282
H 5.003 2.854 -0.038 0.02 0.10 0.00 0.357
H 6.940 1.313 -0.040 0.01 0.01 0.00 0.490
H 4.295 -2.033 0.017 -0.02 -0.02 0.00 0.477
H 2.344 -0.495 0.019 -0.13 -0.09 0.00 0.328
H -0.505 -1.661 0.146 0.00 -0.11 0.01 0.193
H 0.252 -0.387 -0.822 0.10 -0.10 0.05 0.312
H 0.261 -0.275 0.938 0.08 -0.12 -0.04 0.338
H -2.572 -2.628 0.044 0.06 -0.12 0.00 0.322

***

Entry 3:
15
Properties=species:S:1:pos:R:3:forces:R:3:mulliken_charge:R:1 method="wB97M-V/def2-TZVPD" total_charge=0 homo_energy_ev=-8.14 molar_mass_da=142.18 gap_ev=8.716 smiles="C=Cn1ccnc1SO"
C -2.320 -1.427 0.162 1.84 -4.09 -0.91 -0.939
C -0.976 -1.429 -0.100 -2.14 2.74 1.04 0.267
N -0.256 -0.213 -0.091 1.13 1.79 0.58 0.044
C -0.817 1.084 -0.137 2.74 -1.81 0.03 -0.172
C 0.228 1.948 -0.102 -2.92 1.51 -0.05 -0.507
N 1.380 1.288 0.027 2.00 0.53 0.10 -0.577
C 1.130 0.027 0.068 -1.57 -1.27 -0.79 0.289
S 2.503 -1.108 0.044 -1.12 0.18 -0.07 0.071
O 3.615 0.041 0.254 2.69 -4.86 2.49 -0.418
H -2.878 -2.425 0.128 1.06 1.45 -0.03 0.210
H -2.962 -0.638 0.417 -0.14 1.30 0.20 0.278
H -0.232 -2.133 -0.315 -0.14 -2.13 -0.24 0.355
H -1.832 1.123 -0.101 -2.49 0.71 -0.23 0.364
H 0.037 3.037 -0.165 0.92 -0.82 0.16 0.343
H 3.380 0.825 -0.089 -1.85 4.77 -2.27 0.391

***

Entry 4:
20
Properties=species:S:1:pos:R:3:forces:R:3:mulliken_charge:R:1 method="wB97M-V/def2-TZVPD" total_charge=0 homo_energy_ev=-7.66 molar_mass_da=99.18 gap_ev=8.728 smiles="CCC/C=C(/C)N"
C -0.019 -0.690 -2.536 0.22 1.49 -0.63 -1.065
C 1.276 -0.908 -1.749 -1.05 -1.19 0.94 -0.313
C 1.382 -0.067 -0.488 -2.23 1.65 -0.45 -0.582
C 0.239 -0.399 0.493 1.71 0.13 -0.98 -0.446
C -0.649 0.380 1.138 0.71 -1.23 1.72 0.461
C -0.842 0.032 2.635 -0.30 -0.05 -0.91 -1.313
N -1.174 1.604 0.755 -0.43 0.75 -0.59 -0.547
H -0.942 -0.513 -1.965 0.50 -0.43 0.42 0.256
H -0.224 -1.482 -3.250 0.11 -0.07 -0.08 0.342
H 0.099 0.254 -3.087 -0.12 -0.20 -0.28 0.292
H 2.180 -0.825 -2.357 -0.22 -0.19 -0.14 0.345
H 1.136 -1.939 -1.355 0.84 0.20 -0.37 0.218
H 2.342 -0.172 -0.001 0.16 -0.43 0.33 0.250
H 1.300 1.015 -0.677 0.15 -0.11 -0.44 0.372
H 0.424 -1.441 0.737 -0.48 0.11 1.21 0.242
H -0.449 0.869 3.227 -0.29 0.01 -0.15 0.334
H -1.868 -0.207 2.932 0.06 0.17 0.05 0.321
H -0.175 -0.795 2.851 -0.21 -0.23 0.13 0.326
H -1.843 1.999 1.404 0.31 -0.17 0.20 0.268
H -1.618 1.642 -0.157 0.55 -0.20 0.00 0.238

***

Entry 5:
9
Properties=species:S:1:pos:R:3:forces:R:3:mulliken_charge:R:1 method="wB97M-V/def2-TZVPD" total_charge=0 homo_energy_ev="-9.98 / -8.87" molar_mass_da=96.11 gap_ev="9.044 / 7.739"
C 0.612 -0.845 0.300 0.31 0.96 -3.42 -0.771
O 0.734 1.933 -0.210 2.23 -5.06 -0.18 -0.594
O -1.730 -0.970 -1.065 0.01 -0.57 -0.61 -0.360
O -1.869 -0.001 -0.219 -0.56 0.24 0.44 0.061
S -0.584 0.439 0.687 1.02 0.45 -0.81 0.377
H 0.405 -1.718 0.831 -0.42 -1.29 1.13 0.407
H 1.501 -0.324 0.660 0.28 -0.41 -0.30 0.330
H 0.664 -1.202 -0.882 -0.20 1.62 3.09 0.276
H 0.267 2.687 -0.102 -2.68 4.06 0.67 0.275

***

Entry 6:
15
Properties=species:S:1:pos:R:3:forces:R:3:mulliken_charge:R:1 method="wB97M-V/def2-TZVPD" total_charge=0 homo_energy_ev=-8.58 molar_mass_da=129.18 gap_ev=9.073 smiles="C#CCNC(=S)CO"
C -1.994 -2.317 1.731 -0.52 1.90 1.85 -0.250
C -1.699 -1.628 0.753 -2.78 -4.18 6.84 -0.544
C -0.998 -1.179 -0.303 -2.72 7.45 -1.05 -0.087
N -0.057 -0.199 0.139 0.48 0.35 1.38 -0.223
C 0.510 0.630 -0.701 -1.85 -0.37 -4.44 0.126
S 0.319 0.521 -2.470 0.58 0.20 3.32 -0.318
C 1.388 1.548 -0.004 1.88 -0.36 -1.28 -0.366
O 2.099 2.369 -0.837 0.70 2.57 1.95 -0.491
H -2.295 -2.466 2.874 0.65 -0.01 -3.46 0.292
H -0.708 -2.006 -0.726 2.53 -3.81 -3.48 0.311
H -1.722 -0.497 -0.875 0.81 -1.66 -0.49 0.362
H -0.122 0.200 1.105 -0.05 -1.25 -0.96 0.310
H 0.954 2.284 0.685 -0.13 -1.12 0.59 0.304
H 2.003 0.645 0.320 0.41 1.76 1.20 0.309
H 2.322 2.096 -1.691 -0.02 -1.47 -1.98 0.265

***

Entry 7:
45
Properties=species:S:1:pos:R:3:forces:R:3:mulliken_charge:R:1 method="wB97M-V/def2-TZVPD" total_charge=-2 homo_energy_ev=0.64 molar_mass_da=450.42 gap_ev=4.003
C -0.534 0.772 -3.158 0.35 -1.56 0.15 0.697
C -1.388 -0.365 -3.062 1.07 -0.06 0.22 0.449
C -0.567 -1.523 -2.931 0.22 1.34 0.03 0.443
C -2.866 -0.363 -3.265 -0.13 -0.06 -0.56 -1.580
C 0.790 -1.096 -2.906 -1.10 0.56 -0.62 0.675
C 0.823 0.315 -3.085 -1.50 -0.70 0.15 0.514
C 2.009 1.167 -3.334 0.20 -0.20 -0.01 -1.957
C -0.983 2.128 -3.544 0.06 0.31 -0.29 -1.568
C -1.026 -2.932 -3.060 0.08 -0.08 -0.10 -1.601
C 1.927 -2.048 -2.906 0.14 -0.07 0.09 -1.600
Sn 0.063 0.688 1.668 2.33 -0.21 -1.68 1.310
Cl -2.020 -0.342 2.358 -0.12 0.20 -0.26 -0.543
Cl -0.875 2.401 0.320 -1.30 0.21 0.63 -0.419
Cl 1.097 -1.228 0.675 -0.60 0.20 0.57 -0.402
H -3.303 0.638 -3.071 0.02 -0.63 0.22 0.324
H -3.379 -1.177 -2.708 0.11 0.63 -0.05 0.304
H -3.069 -0.566 -4.337 -0.26 0.01 0.13 0.229
H -1.892 -3.157 -2.418 0.24 -0.21 -0.05 0.300
H -0.190 -3.619 -2.871 -0.33 -0.04 0.30 0.393
H -1.320 -3.139 -4.101 -0.23 -0.11 -0.03 0.237
H 1.757 -2.849 -2.171 0.29 0.12 -0.04 0.313
H 2.860 -1.531 -2.680 0.15 -0.12 0.15 0.393
H 2.048 -2.530 -3.886 0.15 -0.13 -0.08 0.230
H 2.880 0.786 -2.790 0.03 0.20 0.02 0.392
H 1.799 2.189 -2.997 0.33 -0.03 -0.17 0.379
H 2.258 1.149 -4.414 0.12 0.36 0.23 0.234
H -1.900 2.462 -3.020 0.43 0.00 -0.15 0.307
H -1.180 2.148 -4.632 -0.24 0.22 0.06 0.239
H -0.166 2.843 -3.395 -0.29 0.18 0.21 0.337
O 1.737 1.558 0.293 -0.10 3.36 1.11 -0.776
H 1.743 2.644 0.100 -0.40 -4.46 1.10 0.183
C -0.708 1.437 5.309 -1.06 1.17 1.01 -1.570
C 0.283 0.355 4.933 -0.26 0.57 -0.19 1.767
C 1.565 0.535 5.718 0.47 -0.30 0.51 -1.694
C -0.307 -1.023 5.344 0.55 -0.50 -0.66 -1.402
O 0.717 0.516 3.591 -0.03 -0.08 -0.73 -0.691
H -1.077 1.267 6.337 0.22 -0.05 -0.13 0.347
H -1.638 1.495 4.721 0.55 -0.40 -0.26 0.358
H -0.298 2.469 5.337 0.16 -0.61 -0.31 0.350
H 1.320 0.417 6.791 0.35 0.26 -0.23 0.365
H 2.264 -0.292 5.435 -0.38 0.85 0.15 0.371
H 1.998 1.531 5.496 -0.07 -0.64 0.24 0.383
H -1.150 -1.259 4.684 0.28 -0.19 0.21 0.289
H 0.525 -1.748 5.224 -0.67 0.06 -0.23 0.359
H -0.624 -1.123 6.408 0.18 0.60 -0.64 0.333